A structure of composition C33H41NO10P4S3W, computed with ωB97M-V/def2-TZVPD.

Geometry as XYZ:
```
93
Properties=species:S:1:pos:R:3:forces:R:3
W -0.233476 -0.010112 -0.368969 -0.69 -2.33 1.15
S 1.168707 -1.770689 -0.487398 -1.46 1.44 -0.27
P -1.877724 -1.870782 0.306512 -1.23 -1.01 0.11
C -2.089636 -0.724469 -1.028821 2.07 1.24 0.15
P -0.444114 -0.297765 -2.879929 -0.53 -0.08 -1.73
S 1.219124 -0.173117 -3.926210 0.08 -0.13 0.43
C -1.529486 1.096974 -3.402279 0.22 0.21 0.19
C -2.919805 1.067694 -3.441955 0.11 -0.05 0.07
C -3.626856 2.199364 -3.817206 -0.09 0.03 -0.05
C -2.959896 3.378565 -4.120306 0.02 0.04 -0.02
C -1.571602 3.420238 -4.058985 -0.06 0.01 -0.02
C -0.862735 2.282159 -3.710963 0.07 -0.07 -0.02
C -1.237271 -1.828711 -3.506639 0.01 0.04 0.36
C -2.145886 -1.802076 -4.560787 -0.06 0.07 0.08
C -2.568086 -2.988495 -5.141316 -0.02 0.00 -0.09
C -2.057872 -4.202168 -4.707002 0.04 -0.01 -0.02
C -1.126007 -4.229932 -3.679844 0.06 -0.03 -0.05
C -0.723988 -3.051570 -3.076797 -0.07 0.03 -0.11
C -2.260541 -3.525019 -0.388289 0.58 0.02 0.11
C -3.351672 -3.647008 -1.243660 -0.02 0.05 0.04
C -3.729564 -4.896714 -1.699423 -0.08 -0.01 0.07
C -3.027765 -6.026942 -1.298228 0.02 0.02 -0.01
C -1.926092 -5.900627 -0.466935 0.01 -0.13 0.04
C -1.538268 -4.648858 -0.010279 0.03 0.13 -0.04
C -3.429384 -1.622538 1.265663 0.30 0.17 0.13
C -4.539641 -0.960145 0.756015 0.05 -0.02 -0.06
C -5.659672 -0.786713 1.556237 -0.07 -0.02 -0.01
C -5.676696 -1.268088 2.858900 0.01 0.03 0.04
C -4.563480 -1.916849 3.371402 0.00 -0.07 -0.01
C -3.445036 -2.092715 2.574750 0.09 -0.06 -0.11
H -3.453906 0.168706 -3.171747 -0.02 0.01 0.10
H -4.707196 2.161870 -3.869684 -0.01 -0.01 0.05
H -3.518821 4.257605 -4.421258 0.00 -0.02 0.01
H -1.040162 4.331992 -4.302019 0.01 0.00 0.01
H 0.220483 2.299629 -3.679797 -0.02 0.03 0.01
H -2.508158 -0.856425 -4.940037 0.00 -0.07 -0.04
H -3.280243 -2.961635 -5.956555 0.01 0.01 0.00
H -2.369866 -5.122727 -5.184221 -0.02 -0.01 0.02
H -0.709561 -5.173011 -3.350576 0.00 0.00 0.03
H 0.012348 -3.069572 -2.286370 0.01 -0.06 -0.01
H -3.882509 -2.756196 -1.553838 -0.06 -0.04 -0.03
H -4.574796 -4.990314 -2.368771 0.00 0.00 -0.01
H -3.337878 -7.006282 -1.639407 0.02 0.00 -0.03
H -1.372545 -6.780341 -0.163749 0.01 0.01 -0.01
H -0.667537 -4.539138 0.625257 -0.01 -0.04 0.03
H -4.515153 -0.568681 -0.251346 0.00 0.07 -0.01
H -6.529663 -0.280180 1.153942 0.00 -0.01 -0.01
H -6.556415 -1.136896 3.476422 0.00 0.02 0.00
H -4.559104 -2.275241 4.392247 -0.03 -0.01 0.00
H -2.567021 -2.597891 2.962628 -0.02 0.03 0.10
N -4.308713 2.557031 1.944812 -0.06 -0.38 -0.22
C -2.864049 2.907093 1.650530 0.14 -0.36 -0.13
C -2.519500 4.287177 2.176518 0.00 -0.06 0.02
P -1.954282 1.506830 2.508817 -0.25 -0.19 -0.55
O -0.696423 2.119214 3.244614 0.41 0.25 -0.39
O -2.917419 0.972734 3.500710 -0.07 0.03 0.14
O -1.520762 0.596419 1.370309 0.34 0.08 -0.10
P -2.730367 2.636663 -0.198761 0.22 0.09 -0.33
O -2.896125 4.161962 -0.692091 -0.02 -0.02 -0.21
O -3.936503 1.813867 -0.498319 -0.17 -0.03 0.00
O -1.357842 2.183474 -0.660620 0.16 0.00 0.41
H -4.279880 1.851995 2.720726 -0.08 0.21 -0.04
H -4.635347 2.095723 1.045307 0.05 0.11 0.25
H -4.884329 3.363549 2.165907 0.05 0.06 0.03
H -2.669116 4.321968 3.257639 0.07 0.07 0.01
H -3.124352 5.053476 1.690134 0.01 0.00 0.00
H -1.472438 4.506907 1.971447 0.00 0.05 0.04
H 0.039254 2.288367 2.605305 0.01 -0.06 0.24
H -2.823984 4.204215 -1.662596 0.03 0.02 0.15
C 3.228287 2.874684 0.887681 -0.07 -0.05 -0.12
C 1.927933 3.253716 0.194904 -0.01 -0.47 -0.31
C 1.859122 4.723105 -0.191169 0.16 -0.06 -0.18
O 0.877186 2.940401 1.088005 -0.97 0.19 0.23
C 1.792733 2.370613 -1.085398 0.07 0.29 0.08
O 2.342128 2.704433 -2.098864 0.00 -0.07 -0.14
O 1.104055 1.244399 -0.962757 0.28 0.84 0.43
H 3.380441 3.511193 1.760529 0.00 -0.01 -0.01
H 4.062772 2.992059 0.197474 0.02 0.05 0.04
H 3.174813 1.832258 1.204830 0.02 0.01 0.03
H 2.141255 5.349982 0.655288 -0.04 -0.03 0.02
H 0.846485 4.983334 -0.507935 0.00 -0.01 -0.01
H 2.529845 4.908969 -1.028424 0.01 0.07 0.05
H 0.050032 3.084608 0.583425 0.22 -0.25 0.09
C 1.465114 -2.437143 2.950298 -0.26 0.19 -0.06
S 0.394973 -0.971471 2.988529 0.71 -0.16 0.40
C 1.083985 -0.315941 4.537540 -0.35 -0.07 -0.25
O 0.925788 -0.056221 1.913654 0.18 0.26 -0.10
H 2.497174 -2.150029 3.140966 0.01 0.07 0.00
H 1.379558 -2.854674 1.950856 -0.05 -0.07 0.00
H 1.106043 -3.141059 3.701221 0.01 -0.01 -0.01
H 1.064216 -1.114590 5.277949 -0.01 0.00 0.02
H 0.461967 0.513950 4.861756 0.00 0.03 -0.04
H 2.102795 0.015397 4.345775 0.02 -0.04 -0.07
```
Positions in Å, forces in eV/Å.

Results
* total charge: 0
* energy relative to the best compared isomer or geometry (same formula, charge and spin): 611.6 kJ/mol
* HOMO energy (spin up / spin down): -7.25 / -7.59 eV
* lowest unoccupied orbital energy (spin up / spin down): -0.08242 / -0.07566 Ha
* strongest force on any atom: 2.69 eV/A
* frontier orbital gap (spin up / spin down): 5.00 / 5.53 eV
* DFT total energy: -128342.1113 eV